No. 1
12
Properties=species:S:1:pos:R:3:forces:R:3 method="wB97M-V/def2-TZVPD" relative_energy_ev=5.371 homo_ev=-9.80 e_lumo_ev=-0.21 e_tot_ev=-12293.62428 gap_ha=0.3524
N 3.673213 1.232278 -0.042801 6.56 2.78 -0.34
C 2.650138 0.830303 0.018178 -5.88 -2.18 0.48
C 1.362251 0.275976 0.016948 -2.41 0.77 -0.06
C 0.035969 1.078500 0.012556 0.33 -0.41 -2.04
O -0.837715 0.646951 1.053013 0.49 0.32 -0.33
N 1.369462 -1.020905 0.089558 -0.30 -1.77 0.10
O 2.333831 -1.694918 0.350515 0.95 -1.12 -0.10
O 0.155624 -1.753970 -0.122283 -0.33 0.05 -0.14
H -0.474044 0.881332 -0.983654 0.56 0.20 0.94
H 0.323814 2.189760 -0.058435 -0.80 -1.64 1.02
H -1.054033 -0.293661 0.872145 0.19 0.85 0.07
H 0.338939 -2.749907 -0.196748 0.65 2.14 0.39

***

No. 2
12
Properties=species:S:1:pos:R:3:forces:R:3 method="wB97M-V/def2-TZVPD" relative_energy_ev=5.655 homo_ev=-9.77 e_lumo_ev=-0.22 e_tot_ev=-12293.34019 gap_ha=0.3507 smiles="[H]/N=C1/NO[C@H](C=O)O1"
H 1.489407 -2.285986 0.907854 -1.86 0.50 0.72
N 0.471854 -2.081943 1.190533 2.17 4.06 -1.10
C 0.197025 -0.801893 0.969471 4.82 -3.65 -1.55
N -1.027183 -0.389591 0.965635 -3.24 4.09 -2.14
O -1.013989 1.053779 0.665328 -0.04 0.74 -1.96
C 0.158737 1.227501 -0.256941 -2.12 0.11 1.38
C -0.142751 0.752453 -1.647935 3.35 -5.96 -2.14
O 0.452107 -0.237148 -2.243891 -2.70 5.03 3.03
O 0.969851 0.325947 0.365788 2.52 -2.04 1.21
H -1.512324 -0.282771 1.786494 -1.44 -0.92 2.59
H 0.332278 2.442444 -0.400792 0.29 -3.08 1.33
H -0.963877 1.218055 -2.072110 -1.76 1.11 -1.38

***

No. 3
13
Properties=species:S:1:pos:R:3:forces:R:3 method="wB97M-V/def2-TZVPD" relative_energy_ev=9.808 homo_ev="-10.35 / -10.35" e_lumo_ev="-2.40 / -2.40" e_tot_ev=-14336.88677 gap_ha="0.2921 / 0.2920"
C -0.815869 -0.618038 -0.282732 1.11 -0.03 3.29
C -0.598186 0.581099 0.664903 0.90 -3.07 -5.78
C 0.573532 -0.474160 -0.749973 -1.93 -0.20 3.85
N -0.787996 1.897779 0.232849 0.90 1.90 0.76
N 1.447216 -1.335316 -0.037322 1.28 -0.36 0.60
O -0.823762 2.247145 -0.935236 -0.31 -0.97 0.04
O -0.827628 2.684593 1.175703 -0.39 -0.02 -0.05
O 1.038964 -1.840192 0.991752 0.41 -0.38 0.25
O 2.558229 -1.512893 -0.529430 -0.57 0.03 0.20
H -1.151181 -1.486712 0.343419 1.11 0.58 -0.95
H -1.492380 -0.459017 -0.970433 -3.49 1.07 -3.64
H -0.255498 0.302180 1.572726 1.12 0.15 2.92
H 1.134558 0.013530 -1.476226 -0.13 1.31 -1.48

***

No. 4
11
Properties=species:S:1:pos:R:3:forces:R:3 method="wB97M-V/def2-TZVPD" relative_energy_ev=3.837 homo_ev=-8.47 e_lumo_ev=0.43 e_tot_ev=-19035.21109 gap_ha=0.3271
C 0.302673 -0.124999 0.251055 0.19 -1.48 -1.84
C -1.351474 0.791889 -1.080118 -0.31 0.41 -1.62
C 0.465890 0.263607 1.598569 -0.73 0.66 2.27
N 0.566621 -0.919154 -0.585786 0.52 2.30 1.61
N 0.582152 -1.663398 -1.514556 -0.34 -2.81 -2.56
O -1.224403 0.349151 -2.147460 0.33 -0.51 0.51
S -1.876387 1.770301 0.018483 -0.82 0.89 1.04
H 0.784889 -0.587691 2.213688 -0.05 0.03 -0.14
H -0.641288 0.523342 1.938873 2.63 0.33 -0.21
H 1.309495 1.016550 1.683100 -1.58 -0.29 0.18
H 1.081829 -1.419593 -2.375853 0.16 0.46 0.77

***

No. 5
11
Properties=species:S:1:pos:R:3:forces:R:3 method="wB97M-V/def2-TZVPD" relative_energy_ev=3.507 homo_ev=-8.36 e_lumo_ev=-0.11 e_tot_ev=-19035.54138 gap_ha=0.3033 smiles="Nn1ccc(=S)o1"
N -1.818123 -0.781772 1.734769 0.32 -1.64 1.86
N -1.365588 -0.536593 0.481411 0.09 1.43 0.02
C -0.848810 -1.442798 -0.384227 1.53 -0.85 0.00
C 0.272819 -0.925073 -0.972865 0.47 -1.44 -1.67
C 0.549991 0.393273 -0.473669 -0.59 -1.34 1.10
S 1.860385 1.357462 -0.675275 -0.87 0.04 0.07
O -0.470211 0.562251 0.472176 1.02 1.30 -0.30
H -1.126137 -1.198485 2.408335 -0.34 0.42 -1.29
H -2.193607 0.016837 2.235214 -0.24 0.21 -0.95
H -1.175187 -2.494497 -0.419603 -0.23 0.94 -0.01
H 0.932442 -1.465093 -1.725673 -1.17 0.94 1.18

***

No. 6
11
Properties=species:S:1:pos:R:3:forces:R:3 method="wB97M-V/def2-TZVPD" relative_energy_ev=1.770 homo_ev=-9.26 e_lumo_ev=0.45 e_tot_ev=-19037.27807 gap_ha=0.3569 smiles=OSn1ccnc1
O 2.461008 -0.481216 -0.745163 0.42 -0.83 1.48
S 2.005589 0.335054 0.614865 0.38 -0.73 0.21
N 0.356789 0.169646 0.513397 -0.77 1.98 -0.54
C -0.538728 -0.826341 0.713287 -0.62 -1.33 0.11
C -1.756545 -0.498604 0.202324 1.70 0.30 0.22
N -1.580079 0.735833 -0.341678 -2.51 1.38 -0.75
C -0.397588 1.132262 -0.122948 1.55 2.03 -1.27
H 2.254532 0.072989 -1.467811 -0.21 0.99 -1.57
H -0.147583 -1.721632 1.017769 0.52 -2.13 1.15
H -2.691844 -1.018229 0.141907 0.00 -0.23 0.10
H 0.034454 2.100233 -0.525947 -0.46 -1.42 0.86

***

No. 7
11
Properties=species:S:1:pos:R:3:forces:R:3 method="wB97M-V/def2-TZVPD" relative_energy_ev=3.033 homo_ev=-8.77 e_lumo_ev=0.56 e_tot_ev=-19036.01563 gap_ha=0.3429 smiles=Oc1c[nH]nc1S
O -0.314876 2.000881 -0.182041 4.80 2.90 0.88
C -0.325362 0.656957 -0.270016 2.51 4.32 1.27
C -1.490065 0.040902 -0.094361 0.62 -1.64 -0.68
N -1.107550 -1.248838 -0.197410 -2.04 -2.75 1.71
N 0.220592 -1.458845 -0.233643 0.12 1.47 0.03
C 0.803179 -0.160033 -0.246559 -1.78 -4.96 0.34
S 2.598017 -0.068507 -0.203589 -0.28 0.72 -0.74
H 0.732350 2.331853 0.071500 -4.49 -1.46 -1.16
H -2.404029 0.440090 0.264680 -0.71 -0.03 -0.25
H -1.844548 -1.991730 0.113806 2.65 1.25 -1.11
H 3.132296 -0.542729 0.977636 -1.40 0.18 -0.29

***

No. 8
11
Properties=species:S:1:pos:R:3:forces:R:3 method="wB97M-V/def2-TZVPD" relative_energy_ev=3.270 homo_ev=-9.69 e_lumo_ev=0.00 e_tot_ev=-19035.77845 gap_ha=0.3561
C -0.113571 -0.931786 -1.973794 0.95 -1.93 3.29
N -0.065075 -0.265888 -0.848431 0.38 -1.35 -2.08
N 0.717533 -1.024087 0.120641 -1.55 -0.78 -3.37
C 0.963450 -0.450746 1.180821 2.93 0.25 2.51
S 0.712730 1.191079 1.749828 -0.11 0.68 0.47
C -0.881116 1.655081 1.100033 -2.60 -0.08 -1.54
O -1.422046 2.746243 1.141521 1.68 -1.70 0.44
H -0.633940 -0.687949 -2.879516 -0.20 0.93 0.02
H 0.312775 -2.000475 -1.917317 -0.40 1.63 -0.38
H 1.807252 -0.997540 1.770540 -1.87 1.01 -0.44
H -1.397992 0.766069 0.555673 0.79 1.33 1.07

***

No. 9
11
Properties=species:S:1:pos:R:3:forces:R:3 method="wB97M-V/def2-TZVPD" relative_energy_ev=3.410 homo_ev=-9.16 e_lumo_ev=-1.17 e_tot_ev=-19035.63846 gap_ha=0.2937
H -1.549577 -0.841568 -1.294228 -1.76 1.36 4.06
N -2.034956 -0.577456 -0.230497 1.94 -0.68 -0.51
C -1.140091 -0.163028 0.588745 -0.84 -1.80 -2.53
N 0.261386 0.017562 0.153026 -6.20 1.21 -5.94
C 0.403500 0.450359 -1.230791 -5.20 -5.06 -1.11
O -0.509922 -0.009071 -2.053555 6.07 3.62 2.05
C 1.216474 0.147536 0.948366 3.51 -0.67 4.16
S 1.144125 -0.198036 2.542048 0.71 0.32 0.14
H -1.203970 -0.047146 1.658138 -0.47 0.41 0.12
H 1.349024 0.933798 -1.421493 0.12 0.51 -0.64
H 2.064007 0.287051 0.340240 2.13 0.78 0.21

***

No. 10
11
Properties=species:S:1:pos:R:3:forces:R:3 method="wB97M-V/def2-TZVPD" relative_energy_ev=6.515 homo_ev=-9.93 e_lumo_ev=-0.42 e_tot_ev=-19032.53310 gap_ha=0.3495
C 0.751549 -0.922800 0.002884 0.32 0.30 -0.33
C 0.380529 -0.321813 -1.118470 0.52 -0.02 0.24
C -0.998667 0.360693 0.490947 -0.10 0.89 0.48
N -0.424351 -0.948817 0.873836 -0.11 -0.61 0.62
N -1.028691 0.039078 -0.954860 -0.57 0.13 -0.65
O -0.979395 -2.905365 -1.357028 -2.65 5.56 4.21
S -1.640581 -1.512195 -0.318741 2.33 -5.94 -4.31
H 1.668642 -1.365360 0.330510 0.16 -0.15 -0.03
H 0.885291 -0.108049 -2.035843 0.13 -0.04 -0.20
H -2.005704 0.492890 0.891327 0.00 0.02 0.03
H -0.365326 1.214419 0.741430 -0.03 -0.16 -0.06